{
  "formula": "C16H31FN5O4",
  "method": "wB97M-V/def2-TZVPD",
  "total_charge": 1,
  "e_lumo_ev": -3.1,
  "largest_force_ev_per_a": 4.3,
  "symbols": ["C", "C", "C", "N", "O", "C", "C", "C", "O", "C", "N", "C", "O", "O", "N", "C", "C", "F", "H", "H", "H", "H", "H", "H", "H", "H", "H", "H", "H", "H", "H", "H", "H", "H", "H", "H", "H", "H", "C", "C", "N", "C", "C", "N", "C", "C", "H", "H", "H", "H", "H", "H", "H", "H", "H", "H", "H"],
  "positions_angstrom": [[-0.722, 2.611, -0.314], [-0.986, 2.108, -1.748], [-2.385, 1.543, -2.004], [-2.693, 0.294, -1.265], [-2.345, -0.861, -1.989], [-0.988, -1.236, -1.742], [-0.812, -2.751, -1.549], [-0.110, -3.309, -2.785], [0.141, -2.928, -0.492], [-4.056, 0.171, -0.954], [-4.929, -0.318, -1.832], [-5.101, 0.612, -3.032], [-5.152, 0.107, -4.150], [-5.147, 1.819, -2.748], [-4.455, 0.501, 0.253], [-3.575, 0.983, 1.315], [-2.476, -0.009, 1.705], [-2.345, -0.067, 3.072], [-0.217, 1.822, 0.245], [-0.068, 3.480, -0.379], [-1.633, 2.920, 0.194], [-0.843, 2.903, -2.481], [-0.204, 1.379, -1.977], [-2.541, 1.423, -3.078], [-3.110, 2.293, -1.682], [-0.664, -0.707, -0.838], [-0.380, -0.839, -2.560], [-1.752, -3.266, -1.347], [-0.610, -3.012, -3.705], [-0.095, -4.398, -2.728], [0.919, -2.951, -2.782], [-0.238, -2.582, 0.321], [-5.851, -0.404, -1.415], [-5.432, 0.405, 0.475], [-3.202, 1.966, 1.046], [-4.189, 1.127, 2.204], [-1.548, 0.317, 1.232], [-2.675, -1.011, 1.319], [1.641, -1.053, 2.012], [2.970, -1.237, 2.718], [4.045, -0.433, 2.115], [4.318, -0.313, 0.772], [5.405, 0.489, 0.661], [5.790, 0.821, 1.938], [4.953, 0.253, 2.800], [6.941, 1.651, 2.306], [1.691, -1.386, 0.974], [0.870, -1.638, 2.510], [1.338, -0.005, 2.015], [3.281, -2.281, 2.693], [2.879, -0.942, 3.762], [3.704, -0.811, 0.043], [5.960, 0.857, -0.184], [5.008, 0.330, 3.873], [7.627, 1.064, 2.911], [6.598, 2.515, 2.868], [7.449, 1.983, 1.407]]
}

=====

{
  "formula": "C16H31FN6O3P",
  "method": "wB97M-V/def2-TZVPD",
  "total_charge": 1,
  "e_lumo_ev": -4.1,
  "largest_force_ev_per_a": 3.6,
  "symbols": ["C", "O", "C", "C", "N", "N", "C", "C", "C", "O", "C", "P", "C", "C", "C", "C", "C", "F", "N", "N", "C", "C", "C", "H", "H", "H", "H", "H", "H", "H", "H", "H", "H", "H", "H", "H", "H", "H", "H", "H", "H", "H", "H", "H", "H", "H", "H", "H", "H", "H", "C", "O", "N", "N", "H", "H", "H", "H"],
  "positions_angstrom": [[0.292, 2.921, -1.034], [-0.998, 2.239, -1.156], [-0.707, 0.892, -1.542], [-0.565, -0.056, -0.316], [-1.582, -0.398, 0.547], [-2.805, 0.189, 0.226], [-3.798, -0.762, -0.329], [-3.344, 1.011, 1.318], [-2.900, 2.517, 1.315], [-4.105, 0.629, 2.160], [-1.182, -1.267, 1.584], [-2.284, -1.976, 2.916], [-3.578, -3.043, 2.018], [-1.345, -3.259, 3.944], [0.256, -1.442, 1.346], [1.260, -2.272, 2.220], [2.710, -1.613, 2.240], [3.694, -2.452, 1.693], [0.541, -0.701, 0.171], [1.768, -0.584, -0.484], [1.946, -1.576, -1.359], [1.641, -1.407, -2.892], [2.513, -2.974, -0.961], [0.946, 2.226, -0.436], [0.140, 3.868, -0.456], [0.730, 3.141, -2.037], [0.286, 0.925, -2.064], [-1.530, 0.532, -2.201], [-4.565, -1.109, 0.407], [-4.374, -0.201, -1.119], [-3.294, -1.601, -0.868], [-1.792, 2.641, 1.347], [-3.401, 3.103, 2.117], [-3.257, 2.953, 0.339], [-3.499, -4.102, 2.384], [-3.251, -3.091, 0.943], [-4.606, -2.626, 2.129], [-2.027, -4.007, 4.408], [-0.688, -3.832, 3.227], [-0.646, -2.777, 4.674], [0.885, -2.145, 3.269], [1.282, -3.346, 1.927], [2.997, -1.449, 3.314], [2.712, -0.590, 1.781], [1.425, -2.442, -3.274], [2.570, -0.997, -3.360], [0.724, -0.806, -3.078], [3.605, -2.925, -0.707], [2.444, -3.671, -1.841], [1.939, -3.458, -0.136], [3.039, 4.743, -3.132], [2.299, 3.792, -3.349], [2.572, 6.009, -2.962], [4.389, 4.613, -3.042], [3.160, 6.801, -2.784], [1.578, 6.143, -3.022], [4.770, 3.691, -3.163], [5.013, 5.378, -2.866]]
}

=====

{
  "formula": "C16H31MgN3O2",
  "method": "wB97M-V/def2-TZVPD",
  "relative_energy_kj_mol": 0.0,
  "e_lumo_ev": 0.3,
  "largest_force_ev_per_a": 4.0,
  "symbols": ["Mg", "C", "C", "C", "O", "H", "H", "H", "H", "H", "H", "H", "C", "O", "H", "H", "H", "C", "C", "C", "C", "N", "H", "H", "H", "H", "H", "H", "H", "C", "C", "C", "C", "N", "H", "H", "H", "H", "H", "H", "H", "C", "C", "C", "C", "N", "H", "H", "H", "H", "H", "H", "H"],
  "positions_angstrom": [[-0.782, -0.140, 0.772], [-0.445, -3.723, 2.676], [0.086, -3.330, 1.275], [-0.136, -4.517, 0.295], [-0.512, -2.088, 0.917], [-0.022, -4.675, 2.998], [-1.528, -3.842, 2.650], [-0.171, -3.049, 3.488], [1.165, -3.205, 1.374], [-1.214, -4.610, 0.165], [0.280, -5.444, 0.690], [0.222, -4.339, -0.719], [-2.880, 2.073, 2.209], [-1.941, 1.166, 1.709], [-2.514, 3.093, 2.325], [-3.667, 2.243, 1.474], [-3.383, 1.723, 3.110], [-0.921, 4.396, -0.535], [0.507, 4.537, -1.082], [0.918, 3.212, -1.764], [0.811, 2.025, -0.903], [0.669, 1.113, -0.181], [-1.593, 4.060, -1.325], [-1.181, 5.328, -0.034], [-1.021, 3.650, 0.254], [1.283, 4.848, -0.383], [0.494, 5.387, -1.764], [1.952, 3.279, -2.102], [0.384, 3.110, -2.709], [-2.440, 1.517, -4.336], [-2.046, 0.046, -4.597], [-2.463, -0.940, -3.479], [-2.109, -0.474, -2.128], [-1.861, -0.123, -1.037], [-1.890, 2.157, -5.026], [-2.213, 1.872, -3.331], [-3.499, 1.634, -4.564], [-0.959, -0.024, -4.614], [-2.430, -0.300, -5.557], [-1.921, -1.871, -3.644], [-3.533, -1.137, -3.550], [4.165, -1.522, 1.345], [4.309, -1.141, 2.820], [3.025, -1.258, 3.609], [1.887, -0.518, 3.061], [1.008, 0.059, 2.602], [5.139, -1.473, 0.858], [3.378, -0.961, 0.840], [3.938, -2.587, 1.393], [4.774, -0.169, 2.979], [5.032, -1.867, 3.191], [3.149, -0.904, 4.632], [2.703, -2.299, 3.651]]
}

=====

{
  "formula": "C16H31N2PmS",
  "method": "wB97M-V/def2-TZVPD",
  "s_squared": 6.015,
  "total_charge": 2,
  "multiplicity": 5,
  "e_lumo_ev": [-7.0, -6.7],
  "largest_force_ev_per_a": 6.9,
  "symbols": ["C", "H", "H", "H", "C", "H", "H", "C", "H", "H", "H", "C", "C", "C", "C", "C", "C", "C", "C", "C", "C", "Pm", "H", "H", "H", "H", "H", "H", "H", "H", "H", "H", "H", "H", "H", "H", "H", "C", "N", "C", "S", "N", "C", "H", "H", "H", "H", "H", "H", "H", "H"],
  "positions_angstrom": [[-2.281, -1.602, -0.502], [-3.367, -1.648, -0.638], [-1.848, -1.807, -1.502], [-2.171, -0.344, -0.229], [-1.890, -2.630, 0.566], [-0.867, -3.044, 0.439], [-1.918, -2.168, 1.565], [-2.856, -3.843, 0.574], [-2.678, -4.471, 1.448], [-3.895, -3.502, 0.602], [-2.719, -4.462, -0.318], [2.058, 0.009, -0.933], [2.132, -1.389, -0.650], [1.253, -2.066, -1.553], [0.630, -1.086, -2.383], [1.138, 0.197, -2.006], [0.852, 1.497, -2.664], [-0.266, -1.373, -3.536], [1.083, -3.537, -1.687], [3.023, -2.014, 0.365], [2.820, 1.086, -0.249], [-0.305, -0.630, 0.060], [-0.655, -0.447, -3.976], [0.275, -1.921, -4.325], [-1.127, -1.998, -3.264], [0.120, 1.378, -3.471], [0.450, 2.234, -1.954], [1.771, 1.924, -3.098], [3.161, 0.770, 0.747], [3.715, 1.358, -0.831], [2.221, 2.002, -0.131], [2.754, -3.062, 0.548], [4.073, -1.998, 0.024], [2.991, -1.480, 1.328], [0.034, -3.854, -1.582], [1.419, -3.874, -2.680], [1.671, -4.075, -0.934], [-2.055, 3.750, 3.708], [-1.970, 3.202, 2.354], [-0.856, 2.864, 1.697], [-1.040, 1.963, 0.200], [0.356, 3.269, 2.136], [0.621, 4.616, 2.659], [-1.109, 3.644, 4.243], [-2.835, 3.203, 4.248], [-2.345, 4.807, 3.666], [-2.818, 2.840, 1.922], [1.130, 2.840, 1.625], [0.908, 4.552, 3.714], [1.459, 5.049, 2.104], [-0.247, 5.275, 2.553]]
}

=====

{
  "formula": "C16H31N3O4S",
  "method": "wB97M-V/def2-TZVPD",
  "relative_energy_kj_mol": 237.8,
  "smiles": "CC(C)OCCCNC(=O)C1CCN(S(=O)(=O)N2CCCC2)CC1",
  "e_lumo_ev": 0.7,
  "largest_force_ev_per_a": 1.1,
  "symbols": ["C", "C", "C", "O", "C", "C", "C", "N", "C", "O", "C", "C", "C", "N", "S", "O", "O", "N", "C", "C", "C", "C", "C", "C", "H", "H", "H", "H", "H", "H", "H", "H", "H", "H", "H", "H", "H", "H", "H", "H", "H", "H", "H", "H", "H", "H", "H", "H", "H", "H", "H", "H", "H", "H", "H"],
  "positions_angstrom": [[0.689, -0.026, 3.171], [2.025, -0.670, 2.814], [2.848, 0.251, 1.913], [1.741, -1.920, 2.192], [2.786, -2.874, 2.187], [3.307, -3.192, 0.780], [2.258, -3.911, -0.064], [1.162, -3.016, -0.351], [0.422, -3.111, -1.465], [0.611, -3.958, -2.319], [-0.644, -2.028, -1.637], [0.033, -0.777, -2.213], [-0.999, 0.327, -2.440], [-1.776, 0.609, -1.249], [-0.985, 1.594, -0.168], [0.419, 1.312, -0.071], [-1.735, 1.592, 1.053], [-1.135, 3.028, -1.021], [-2.484, 3.558, -0.938], [-2.515, 4.493, 0.287], [-1.036, 4.712, 0.650], [-0.270, 4.084, -0.521], [-2.418, -0.560, -0.679], [-1.403, -1.658, -0.362], [0.057, -0.743, 3.689], [0.177, 0.314, 2.275], [0.856, 0.830, 3.818], [2.587, -0.871, 3.742], [2.267, 0.518, 1.033], [3.094, 1.160, 2.455], [3.775, -0.230, 1.607], [2.382, -3.794, 2.630], [3.615, -2.531, 2.816], [3.599, -2.269, 0.278], [4.187, -3.830, 0.877], [1.894, -4.796, 0.474], [2.675, -4.245, -1.018], [0.969, -2.337, 0.372], [-1.356, -2.412, -2.377], [0.784, -0.413, -1.511], [0.523, -1.021, -3.157], [-1.700, 0.039, -3.230], [-0.512, 1.263, -2.717], [-3.176, 2.722, -0.856], [-2.688, 4.105, -1.861], [-3.016, 5.429, 0.045], [-3.042, 4.016, 1.111], [-0.794, 4.177, 1.567], [-0.789, 5.764, 0.778], [0.686, 3.650, -0.237], [-0.119, 4.805, -1.330], [-3.162, -0.915, -1.400], [-2.924, -0.227, 0.228], [-0.723, -1.264, 0.397], [-1.914, -2.532, 0.046]]
}

=====

{
  "formula": "C16H31NO21Tl",
  "method": "wB97M-V/def2-TZVPD",
  "total_charge": 1,
  "e_lumo_ev": -9.2,
  "largest_force_ev_per_a": 1.7,
  "symbols": ["Tl", "N", "O", "O", "O", "O", "C", "O", "O", "H", "C", "O", "C", "O", "O", "C", "H", "H", "H", "H", "H", "H", "C", "O", "C", "O", "O", "C", "H", "H", "H", "H", "H", "H", "C", "O", "C", "O", "O", "C", "H", "H", "H", "H", "H", "H", "C", "O", "C", "O", "O", "C", "H", "H", "H", "H", "H", "H", "C", "O", "C", "O", "O", "C", "H", "H", "H", "H", "H", "H"],
  "positions_angstrom": [[-4.649, 1.008, -3.208], [-5.174, 2.259, 0.408], [-5.001, 2.506, -0.783], [-4.751, 1.135, 0.786], [-5.674, 3.026, 1.179], [-1.025, 0.248, -0.187], [-2.318, 0.015, 0.082], [-2.645, -0.453, 1.179], [-3.192, 0.230, -0.794], [-0.698, 0.071, 0.722], [0.786, 0.116, -6.217], [-0.337, 0.689, -5.536], [-0.979, 0.029, -4.621], [-1.988, 0.431, -4.074], [-0.395, -1.129, -4.305], [-0.930, -1.815, -3.168], [0.975, 0.737, -7.086], [0.538, -0.893, -6.537], [1.673, 0.113, -5.588], [-0.130, -2.484, -2.866], [-1.757, -2.438, -3.513], [-1.200, -1.142, -2.364], [1.584, 1.259, -1.890], [1.939, 0.320, -2.898], [3.220, -0.049, -2.920], [4.053, 0.302, -2.142], [3.386, -0.869, -3.955], [4.694, -1.354, -4.213], [1.500, 0.873, -0.878], [0.659, 1.694, -2.262], [2.316, 2.068, -1.843], [4.923, -2.247, -3.631], [5.478, -0.628, -3.994], [4.757, -1.589, -5.273], [-4.951, 2.344, 4.574], [-5.218, 1.044, 4.046], [-4.242, 0.161, 3.921], [-4.407, -0.906, 3.385], [-3.102, 0.563, 4.479], [-2.044, -0.385, 4.377], [-5.879, 2.898, 4.467], [-4.213, 2.847, 3.948], [-4.639, 2.329, 5.614], [-1.892, -0.590, 3.315], [-2.270, -1.285, 4.945], [-1.106, 0.014, 4.752], [1.208, -2.155, -0.293], [2.579, -1.890, -0.098], [3.177, -2.678, 0.804], [2.656, -3.606, 1.352], [4.422, -2.253, 0.968], [5.125, -2.663, 2.145], [0.825, -1.392, -0.967], [0.604, -2.110, 0.617], [1.035, -3.107, -0.798], [4.839, -2.000, 2.959], [6.172, -2.432, 1.944], [5.077, -3.730, 2.337], [2.540, 0.393, 2.906], [1.302, 0.973, 3.342], [0.622, 1.668, 2.450], [1.014, 1.986, 1.356], [-0.591, 1.899, 2.959], [-1.495, 2.667, 2.188], [2.414, -0.035, 1.912], [2.787, -0.388, 3.620], [3.334, 1.137, 2.935], [-1.475, 3.718, 2.477], [-2.518, 2.319, 2.343], [-1.328, 2.600, 1.111]]
}